101
Properties=species:S:1:pos:R:3:mulliken_charge:R:1 method="wB97M-V/def2-TZVPD" largest_force_ev_per_a=2.5 charge=-2 gap_ev="4.8 / 5.4" e_above_lowest_ev=5.617
Tl 0.666 -0.695 0.629 1.341
C -4.338 -4.639 2.983 -0.770
C -3.083 -5.353 2.986 -0.760
C -1.823 -4.904 2.778 -0.574
C -1.331 -3.574 2.494 -0.492
C -2.047 -2.383 2.690 0.360
C -4.692 -3.642 2.146 -0.305
N -0.112 -3.355 1.978 1.187
N 0.695 -4.348 1.734 -1.214
C 1.957 -3.962 1.385 -0.293
C 2.955 -4.955 1.352 -0.310
C 4.251 -4.649 0.992 -0.583
C 4.619 -3.341 0.721 -0.737
C 3.662 -2.333 0.818 -0.424
C 2.354 -2.647 1.077 0.309
H -5.031 -4.924 3.774 0.298
H -3.180 -6.403 3.265 0.309
H -1.030 -5.647 2.789 0.364
H -1.654 -1.553 2.109 0.314
H -5.607 -3.087 2.328 0.400
H 2.679 -5.965 1.628 0.411
H 4.994 -5.437 0.928 0.328
H 5.630 -3.100 0.424 0.431
H 3.952 -1.306 0.631 0.367
Cl -0.880 -2.376 -1.795 0.027
C -2.102 -1.416 -2.575 1.160
C -2.462 -1.741 -3.874 -0.776
C -3.443 -1.008 -4.517 -0.603
C -4.043 0.055 -3.862 -0.813
C -3.681 0.360 -2.562 -0.759
C -2.718 -0.376 -1.879 -0.280
P -2.229 -0.008 -0.092 1.080
C -3.562 -0.813 0.801 1.109
C -3.607 -2.180 0.362 -0.517
C -3.999 -3.353 0.912 -0.590
C -3.131 -2.111 3.488 -0.381
C -3.904 -0.954 3.276 -0.651
C -3.954 -0.297 2.071 -0.718
C -2.288 1.809 -0.271 0.561
C -3.395 2.622 -0.070 0.013
C -3.291 3.988 -0.278 -1.042
C -2.091 4.547 -0.685 -0.566
C -0.977 3.739 -0.866 -0.484
C -1.078 2.379 -0.657 -0.468
H -1.969 -2.564 -4.367 0.466
H -3.740 -1.269 -5.523 0.362
H -4.797 0.648 -4.362 0.408
H -4.166 1.180 -2.051 0.446
H -3.184 -2.304 -0.627 0.276
H -3.728 -4.242 0.350 0.305
H -3.328 -2.737 4.351 0.255
H -4.455 -0.539 4.115 0.225
H -4.285 0.739 2.095 0.023
H -4.329 2.192 0.264 0.433
H -4.155 4.623 -0.121 0.351
H -2.021 5.617 -0.846 0.388
H -0.028 4.167 -1.162 0.556
H -0.204 1.745 -0.753 -0.115
N 1.613 6.217 -3.712 -0.645
C 2.288 5.130 -3.152 1.033
C 2.830 4.136 -3.966 -0.795
C 3.536 3.088 -3.403 -0.353
C 3.706 3.013 -2.035 -0.825
C 3.204 4.013 -1.225 0.026
C 2.501 5.068 -1.773 -0.865
S 4.506 1.582 -1.273 1.045
O 5.737 2.066 -0.688 -0.696
O 4.704 0.632 -2.359 -0.810
N 3.342 1.064 -0.313 0.379
C 3.168 1.619 0.877 -0.486
N 1.887 1.668 1.329 0.894
C 1.650 2.312 2.451 -0.627
C 2.657 2.857 3.234 -1.148
C 3.943 2.656 2.757 -0.373
N 4.203 2.094 1.600 -0.558
H 1.193 6.019 -4.609 0.224
H 0.972 6.665 -3.073 0.238
H 2.684 4.190 -5.039 0.310
H 3.968 2.312 -4.017 0.469
H 3.369 3.953 -0.161 0.536
H 2.100 5.851 -1.141 0.374
H 0.609 2.406 2.732 0.898
H 2.452 3.356 4.167 0.442
H 4.811 2.982 3.323 0.423
Cl -0.067 1.123 5.565 -0.271
C -0.495 0.298 4.073 0.874
C -1.434 1.150 3.149 -0.415
O -2.074 2.075 3.621 -0.832
O -1.409 0.730 1.964 -0.121
H -1.008 -0.628 4.337 -0.029
H 0.429 0.060 3.541 -0.154
C 3.451 -2.043 -2.887 -0.846
O 2.428 -1.735 -1.919 0.194
C 1.634 -0.751 -1.983 0.487
C 1.659 0.146 -3.180 -1.541
H 3.945 -2.940 -2.514 0.218
H 4.158 -1.210 -2.938 0.260
H 2.992 -2.236 -3.860 0.351
H 2.627 0.183 -3.675 0.570
H 1.364 1.146 -2.881 0.009
H 0.905 -0.233 -3.875 0.497



21
Properties=species:S:1:pos:R:3:mulliken_charge:R:1 method="wB97M-V/def2-TZVPD" largest_force_ev_per_a=3.1 charge=-1 gap_ev=6.7 e_above_lowest_ev=0.629
C -0.008 0.594 1.485 -1.058
C -0.005 -0.724 0.729 0.208
C -0.775 -0.593 -0.566 -0.663
S -2.600 -0.340 -0.388 -0.569
N 1.441 -1.101 0.501 -0.392
C 2.254 -0.292 -0.355 -0.217
N 3.710 -0.678 -0.281 -0.671
H -0.989 1.068 1.484 0.357
H 0.686 1.359 1.088 0.213
H 0.106 0.453 2.568 0.312
H -0.273 -1.504 1.456 0.199
H -0.369 0.340 -0.975 -0.183
H -0.565 -1.395 -1.293 0.324
H 1.480 -2.065 0.171 0.273
H 2.076 -0.451 -1.469 0.139
H 2.108 0.801 -0.250 0.265
H 3.693 -1.357 0.483 0.292
H 4.189 0.177 -0.003 0.241
H -0.995 2.159 -1.137 0.331
H -2.261 2.143 -0.466 0.260
O -1.551 2.800 -0.688 -0.662



Please write out number 2 again, unchanged.
21
Properties=species:S:1:pos:R:3:mulliken_charge:R:1 method="wB97M-V/def2-TZVPD" largest_force_ev_per_a=3.1 charge=-1 gap_ev=6.7 e_above_lowest_ev=0.629
C -0.008 0.594 1.485 -1.058
C -0.005 -0.724 0.729 0.208
C -0.775 -0.593 -0.566 -0.663
S -2.600 -0.340 -0.388 -0.569
N 1.441 -1.101 0.501 -0.392
C 2.254 -0.292 -0.355 -0.217
N 3.710 -0.678 -0.281 -0.671
H -0.989 1.068 1.484 0.357
H 0.686 1.359 1.088 0.213
H 0.106 0.453 2.568 0.312
H -0.273 -1.504 1.456 0.199
H -0.369 0.340 -0.975 -0.183
H -0.565 -1.395 -1.293 0.324
H 1.480 -2.065 0.171 0.273
H 2.076 -0.451 -1.469 0.139
H 2.108 0.801 -0.250 0.265
H 3.693 -1.357 0.483 0.292
H 4.189 0.177 -0.003 0.241
H -0.995 2.159 -1.137 0.331
H -2.261 2.143 -0.466 0.260
O -1.551 2.800 -0.688 -0.662



Copy entry 2 word for word.
21
Properties=species:S:1:pos:R:3:mulliken_charge:R:1 method="wB97M-V/def2-TZVPD" largest_force_ev_per_a=3.1 charge=-1 gap_ev=6.7 e_above_lowest_ev=0.629
C -0.008 0.594 1.485 -1.058
C -0.005 -0.724 0.729 0.208
C -0.775 -0.593 -0.566 -0.663
S -2.600 -0.340 -0.388 -0.569
N 1.441 -1.101 0.501 -0.392
C 2.254 -0.292 -0.355 -0.217
N 3.710 -0.678 -0.281 -0.671
H -0.989 1.068 1.484 0.357
H 0.686 1.359 1.088 0.213
H 0.106 0.453 2.568 0.312
H -0.273 -1.504 1.456 0.199
H -0.369 0.340 -0.975 -0.183
H -0.565 -1.395 -1.293 0.324
H 1.480 -2.065 0.171 0.273
H 2.076 -0.451 -1.469 0.139
H 2.108 0.801 -0.250 0.265
H 3.693 -1.357 0.483 0.292
H 4.189 0.177 -0.003 0.241
H -0.995 2.159 -1.137 0.331
H -2.261 2.143 -0.466 0.260
O -1.551 2.800 -0.688 -0.662